96
Properties=species:S:1:pos:R:3:lowdin_charge:R:1 method="wB97M-V/def2-TZVPD" total_charge=+1 lumo_energy_ev="-4.46 / -4.27" e_above_lowest_kcal_mol=31.44 multiplicity=2 homo_lumo_gap_ev="5.7 / 5.9"
V 0.29 -0.57 -0.23 0.8899
O 3.26 0.54 5.66 0.0202
C 3.53 0.75 4.48 -0.7052
O 4.13 1.68 3.90 -0.0075
C 2.93 -0.18 3.47 -0.0638
C 1.59 -0.57 3.57 0.0747
C 0.95 -1.02 2.46 -0.1933
N 1.57 -1.19 1.25 0.0362
C 2.92 -1.04 1.22 -0.1774
C 3.59 -0.54 2.30 0.0593
C 3.63 -1.38 -0.05 -0.2400
C 4.81 -0.72 -0.38 -0.0171
C 5.49 -1.12 -1.52 -0.0457
C 4.97 -2.15 -2.28 -0.0334
C 3.77 -2.73 -1.88 -0.1082
N 3.10 -2.35 -0.79 0.1172
C -0.52 -1.26 2.43 -0.1821
C -1.27 -1.59 3.54 0.0240
C -2.63 -1.78 3.39 -0.0085
C -3.22 -1.63 2.15 -0.0158
C -2.42 -1.31 1.07 -0.0934
N -1.10 -1.14 1.22 -0.0034
H 1.08 -0.39 4.51 0.1314
H 4.65 -0.33 2.24 0.1339
H 5.19 0.08 0.23 0.1201
H 6.41 -0.63 -1.81 0.1168
H 5.47 -2.51 -3.17 0.1122
H 3.33 -3.53 -2.46 0.1057
H -0.78 -1.71 4.50 0.1306
H -3.23 -2.05 4.25 0.1260
H -4.28 -1.77 2.00 0.1210
H -2.81 -1.19 0.07 0.1115
C -2.23 1.99 -2.42 0.0321
C -0.95 1.40 -1.96 -0.3009
O -1.03 0.34 -1.29 -0.0989
C 0.34 2.01 -2.23 -0.0958
C 0.38 3.25 -2.89 0.0071
C 1.59 3.86 -3.15 -0.0420
C 2.77 3.23 -2.78 -0.0155
C 2.76 1.99 -2.15 0.0302
C 1.55 1.40 -1.87 -0.2677
O 1.54 0.19 -1.24 -0.1981
H -3.05 1.32 -2.18 0.0987
H -2.20 2.17 -3.50 0.1096
H -2.38 2.95 -1.93 0.1090
H -0.54 3.74 -3.18 0.1177
H 1.62 4.82 -3.65 0.1164
H 3.72 3.70 -2.99 0.1220
H 3.67 1.48 -1.86 0.1214
Ge -0.01 -2.72 -1.46 0.9586
C 0.74 -2.72 -3.24 -0.3690
C 1.02 -1.58 -3.98 -0.1111
C 1.47 -1.66 -5.29 -0.0735
C 1.64 -2.90 -5.89 -0.0760
C 1.36 -4.06 -5.17 -0.0726
C 0.91 -3.97 -3.86 -0.1229
C -1.95 -2.88 -1.71 -0.3764
C -2.64 -2.12 -2.66 -0.1251
C -4.02 -2.23 -2.80 -0.0801
C -4.74 -3.11 -2.00 -0.0797
C -4.06 -3.88 -1.06 -0.0836
C -2.69 -3.76 -0.92 -0.1421
H 0.35 -4.01 -0.71 -0.0078
H 0.90 -0.59 -3.54 0.0774
H 1.68 -0.76 -5.85 0.1052
H 2.00 -2.98 -6.91 0.1074
H 1.49 -5.03 -5.62 0.1088
H 0.69 -4.88 -3.31 0.1026
H -2.10 -1.46 -3.32 0.0977
H -4.54 -1.65 -3.56 0.1047
H -5.81 -3.20 -2.11 0.1062
H -4.61 -4.58 -0.44 0.1071
H -2.18 -4.38 -0.18 0.0979
C 1.46 3.35 1.85 0.0069
C 1.40 2.07 1.34 -0.0886
N 0.25 1.46 1.03 0.0382
C -0.89 2.13 1.26 -0.0796
C -0.93 3.43 1.73 -0.2012
C 0.28 4.05 2.01 0.0217
C -2.24 4.13 1.85 -0.0389
C -3.20 3.90 2.73 -0.0236
C -3.15 3.03 3.93 -0.2686
C -4.24 2.97 4.77 -0.0058
C -4.13 2.20 5.91 -0.1138
N -3.00 1.57 6.23 0.0922
C -2.00 1.73 5.37 -0.1906
N -2.01 2.39 4.22 0.1487
H 2.42 3.77 2.12 0.1256
H 2.31 1.50 1.18 0.1156
H -1.82 1.61 1.04 0.1259
H 0.30 5.06 2.39 0.1320
H -2.42 4.92 1.12 0.1174
H -4.11 4.48 2.62 0.1122
H -5.16 3.50 4.55 0.1146
H -4.95 2.10 6.61 0.1145
H -1.06 1.26 5.64 0.1101


153
Properties=species:S:1:pos:R:3:lowdin_charge:R:1 method="wB97M-V/def2-TZVPD" total_charge=+1 lumo_energy_ev=-2.10 multiplicity=1 homo_lumo_gap_ev=8.3
C 4.33 1.05 2.08 -0.1271
C 3.49 -0.23 1.94 -0.3775
P 1.71 0.26 1.90 1.0306
C 1.39 1.78 0.94 -0.3555
C 2.08 1.80 -0.46 -0.1119
C 0.58 -1.19 1.74 -0.3218
C -0.36 -1.47 3.03 -0.7136
Cl -0.88 0.13 3.69 0.7694
C 0.59 -2.06 4.05 -0.2821
P -0.05 -2.53 5.70 0.3933
O -0.19 -3.98 5.89 -0.2925
O 1.05 -1.98 6.73 -0.1080
O -1.37 -1.69 6.00 -0.1574
C -1.56 -2.29 2.42 -0.6247
Br -1.35 -4.15 2.93 1.0222
C -2.87 -1.71 2.99 -0.1842
C -4.13 -2.55 2.78 -0.2596
O -4.83 -2.50 4.02 0.0104
C -5.07 -2.02 1.66 -0.4792
F -5.10 -2.91 0.62 0.1240
F -6.36 -1.88 2.09 0.1461
F -4.69 -0.81 1.17 0.1112
C -1.56 -2.02 0.85 -0.1810
C -2.02 -3.28 0.11 -0.1738
C -2.51 -3.05 -1.35 -0.0748
C -3.38 -4.22 -1.75 -0.4983
O -4.51 -4.13 -2.17 0.1345
O -2.72 -5.41 -1.61 0.0999
N -0.24 -1.43 0.47 -0.1049
C 0.57 -2.43 -0.36 -0.0232
C 1.89 -1.88 -0.89 -0.3756
C 2.99 -2.99 -0.86 0.0084
O 1.76 -1.39 -2.22 -0.0227
O -0.17 -0.24 -0.28 -0.0937
C -1.35 0.16 -0.97 -0.1285
C -2.31 1.00 -0.11 -0.1882
N -2.21 2.43 -0.43 -0.0397
C -2.41 3.29 0.74 -0.1696
C -3.89 3.48 1.19 -0.4056
C -4.39 4.87 0.85 -0.0380
O -3.95 3.41 2.62 -0.0448
H 5.21 0.89 2.69 0.0795
H 4.65 1.35 1.09 0.0577
H 3.72 1.86 2.48 0.0574
H 3.65 -0.93 2.76 0.0746
H 3.77 -0.72 1.01 0.0474
H 0.33 1.90 0.76 0.0497
H 1.76 2.62 1.51 0.0723
H 2.96 1.17 -0.46 0.0484
H 1.41 1.35 -1.18 0.0536
H 2.37 2.79 -0.75 0.0790
H 1.30 -2.01 1.79 0.1115
H 1.14 -2.92 3.69 0.0941
H 1.34 -1.30 4.24 0.0766
H 0.79 -1.09 7.02 0.0853
H -1.84 -2.12 6.74 0.0890
H -2.99 -0.68 2.69 0.0836
H -2.74 -1.69 4.07 0.0872
H -3.95 -3.59 2.57 0.1128
H -5.26 -3.34 4.17 0.1165
H -2.42 -1.38 0.77 0.1228
H -2.88 -3.70 0.61 0.0904
H -1.27 -4.07 0.08 0.0889
H -3.11 -2.15 -1.41 0.1165
H -1.69 -3.05 -2.06 0.1219
H -3.34 -6.06 -1.26 0.1328
H 0.64 -3.38 0.15 0.1338
H -0.04 -2.59 -1.24 0.1174
H 2.28 -1.03 -0.34 0.0799
H 2.64 -3.87 -0.33 0.0767
H 3.26 -3.22 -1.88 0.0874
H 3.87 -2.60 -0.36 0.0727
H 1.24 -2.00 -2.75 0.0936
H -1.00 0.82 -1.76 0.1147
H -1.89 -0.63 -1.47 0.0987
H -3.33 0.62 -0.21 0.1097
H -1.98 0.88 0.92 0.0952
H -3.00 2.63 -1.04 0.1097
H -1.88 2.89 1.60 0.1041
H -1.97 4.25 0.53 0.1136
H -4.54 2.71 0.76 0.1364
H -4.77 4.91 -0.17 0.0834
H -3.61 5.61 1.00 0.0802
H -5.18 5.11 1.55 0.0847
H -3.89 2.49 2.90 0.0791
C -6.24 -1.71 10.15 -0.0676
C -5.13 -2.76 10.27 -0.4313
C -3.85 -2.39 9.52 -0.2007
O -3.92 -2.56 8.11 -0.2037
C -4.52 -1.50 7.40 -0.1003
N -5.67 -4.06 9.85 0.0417
H -6.73 -1.74 9.18 0.0647
H -7.00 -1.89 10.91 0.0788
H -5.84 -0.71 10.31 0.0791
H -4.87 -2.84 11.33 0.1376
H -3.06 -3.07 9.85 0.1232
H -3.52 -1.37 9.76 0.1209
H -4.30 -0.53 7.85 0.0977
H -5.60 -1.62 7.31 0.0827
H -4.10 -1.51 6.39 0.0599
H -4.98 -4.78 10.03 0.0742
H -5.76 -4.05 8.84 0.0670
C 8.16 3.52 -3.33 -0.0638
C 7.05 2.48 -3.24 -0.4297
C 6.00 2.79 -2.17 -0.2125
O 6.41 2.53 -0.84 -0.2079
C 7.18 3.55 -0.23 -0.0996
N 7.66 1.16 -3.05 0.0461
H 8.88 3.43 -2.52 0.0658
H 8.71 3.39 -4.26 0.0788
H 7.75 4.54 -3.32 0.0792
H 6.53 2.47 -4.20 0.1236
H 5.14 2.14 -2.34 0.1123
H 5.64 3.83 -2.26 0.1198
H 6.87 4.55 -0.57 0.0925
H 8.25 3.41 -0.43 0.0784
H 7.03 3.49 0.84 0.0840
H 6.94 0.45 -3.10 0.0677
H 8.00 1.11 -2.10 0.0682
C -2.94 1.01 -4.77 -0.0608
C -1.45 1.33 -4.73 -0.4273
C -0.91 1.98 -6.00 -0.2022
O -0.71 1.08 -7.08 -0.2231
C -1.86 0.79 -7.85 -0.0879
N -0.70 0.12 -4.38 0.0467
H -3.15 0.13 -5.37 0.0684
H -3.31 0.80 -3.76 0.0614
H -3.51 1.85 -5.17 0.0830
H -1.29 2.06 -3.92 0.1291
H 0.09 2.38 -5.78 0.1054
H -1.53 2.83 -6.32 0.1278
H -2.53 1.65 -7.93 0.0939
H -2.40 -0.07 -7.44 0.0767
H -1.52 0.52 -8.85 0.0917
H 0.28 0.36 -4.26 0.0724
H -0.70 -0.48 -5.21 0.0737
C 2.31 1.53 -7.67 -0.0581
C 3.16 2.67 -7.11 -0.4196
C 4.65 2.56 -7.42 -0.2044
O 5.35 1.61 -6.63 -0.2031
C 5.27 0.27 -7.08 -0.1013
N 2.91 2.78 -5.66 0.0428
H 2.42 0.62 -7.08 0.0701
H 1.26 1.80 -7.64 0.0494
H 2.57 1.31 -8.70 0.0863
H 2.81 3.59 -7.58 0.1378
H 5.12 3.52 -7.19 0.1223
H 4.82 2.37 -8.49 0.1225
H 5.23 0.21 -8.17 0.0924
H 4.39 -0.24 -6.66 0.0728
H 6.16 -0.25 -6.73 0.0887
H 3.38 3.60 -5.30 0.0697
H 3.39 2.00 -5.22 0.0633


61
Properties=species:S:1:pos:R:3:lowdin_charge:R:1 method="wB97M-V/def2-TZVPD" total_charge=0 lumo_energy_ev=0.38 e_above_lowest_kcal_mol=32.06 multiplicity=1 homo_lumo_gap_ev=8.3 smiles="CCOC(=O)C1CCN(c2c(NCc3ccc(C(=O)NCCOC)cc3)c(=O)c2=O)CC1"
C -8.68 -0.99 0.98 -0.0581
C -7.97 0.35 1.09 -0.2071
O -6.68 0.30 0.46 -0.0091
C -6.65 0.49 -0.86 -0.4816
O -7.61 0.73 -1.54 0.1238
C -5.23 0.36 -1.40 -0.2184
C -4.29 1.35 -0.70 -0.1093
C -2.86 1.15 -1.22 -0.1252
N -2.43 -0.21 -1.01 -0.0543
C -1.69 -0.60 0.03 -0.0705
C -0.85 0.01 0.97 -0.1010
N -0.47 1.27 1.27 0.0729
C 0.59 1.50 2.23 -0.1271
C 1.94 1.47 1.56 -0.2024
C 2.44 2.61 0.94 -0.0306
C 3.65 2.56 0.26 -0.0087
C 4.38 1.38 0.22 -0.1322
C 5.67 1.38 -0.54 -0.4549
O 5.84 2.09 -1.52 0.0642
N 6.63 0.59 -0.03 0.0736
C 7.89 0.36 -0.70 -0.1444
C 7.97 -1.06 -1.24 -0.2196
O 7.87 -1.96 -0.15 -0.1995
C 7.92 -3.31 -0.54 -0.1147
C 3.88 0.24 0.83 -0.0131
C 2.66 0.29 1.50 -0.0119
C -0.56 -1.27 1.63 -0.2881
O 0.07 -1.61 2.61 0.0762
C -1.39 -1.94 0.57 -0.2737
O -1.68 -3.07 0.23 0.0900
C -3.28 -1.18 -1.68 -0.1231
C -4.72 -1.07 -1.19 -0.1033
H -8.88 -1.23 -0.06 0.0766
H -8.07 -1.78 1.41 0.0791
H -9.62 -0.95 1.52 0.0781
H -7.76 0.61 2.13 0.1242
H -8.57 1.13 0.62 0.1226
H -5.27 0.59 -2.47 0.1565
H -4.31 1.17 0.38 0.1275
H -4.61 2.37 -0.88 0.1286
H -2.83 1.37 -2.29 0.1337
H -2.18 1.83 -0.70 0.1096
H -0.54 1.97 0.54 0.1292
H 0.53 0.72 2.99 0.1210
H 0.41 2.48 2.70 0.1252
H 1.89 3.53 0.98 0.1123
H 4.04 3.43 -0.23 0.1191
H 6.43 -0.02 0.75 0.1289
H 7.96 1.08 -1.52 0.1234
H 8.71 0.52 0.01 0.1273
H 8.92 -1.21 -1.78 0.1257
H 7.14 -1.24 -1.95 0.1313
H 7.09 -3.56 -1.21 0.0900
H 7.84 -3.89 0.38 0.0888
H 8.87 -3.54 -1.04 0.0886
H 4.41 -0.70 0.78 0.1140
H 2.27 -0.60 1.97 0.1071
H -3.23 -0.99 -2.76 0.1335
H -2.89 -2.18 -1.48 0.1180
H -4.76 -1.31 -0.12 0.1302
H -5.35 -1.78 -1.73 0.1310


11
Properties=species:S:1:pos:R:3:lowdin_charge:R:1 method="wB97M-V/def2-TZVPD" total_charge=0 lumo_energy_ev=0.16 e_above_lowest_kcal_mol=6.22 multiplicity=1 homo_lumo_gap_ev=10.1
C -0.20 3.21 1.14 -0.6373
C 0.98 2.97 1.67 -1.1717
N 1.07 0.29 1.13 -0.1830
O 2.82 0.40 -0.79 -0.3089
O 0.60 1.45 -0.92 -0.3158
S 1.57 0.75 -0.19 0.4486
Cl -1.62 3.15 2.14 0.6454
Cl 1.22 2.42 3.30 0.6359
Cl 2.40 2.89 0.68 0.7681
H 1.84 -0.27 1.57 0.0736
H -0.18 3.20 0.09 0.0451


9
Properties=species:S:1:pos:R:3:lowdin_charge:R:1 method="wB97M-V/def2-TZVPD" total_charge=-1 lumo_energy_ev=4.08 e_above_lowest_kcal_mol=99.11 multiplicity=1 homo_lumo_gap_ev=6.0
C 0.71 0.50 0.27 -0.3258
N -0.18 -1.67 -0.06 0.0258
N -0.52 1.06 -0.21 -0.1618
N 0.73 -0.84 -0.32 -0.2654
N -1.45 0.24 0.14 -0.7894
S -2.99 0.24 -0.21 0.2063
H 1.60 1.19 0.09 0.1083
H 0.54 0.29 1.32 0.0784
H 1.56 -1.00 -1.04 0.1237


9
Properties=species:S:1:pos:R:3:lowdin_charge:R:1 method="wB97M-V/def2-TZVPD" total_charge=+3 lumo_energy_ev="-16.56 / -18.53" e_above_lowest_kcal_mol=0.00 multiplicity=6 homo_lumo_gap_ev="6.8 / 6.7"
O -0.34 -0.80 1.17 -0.1952
O -3.06 2.24 -2.93 0.2640
C 0.88 -1.10 1.16 -0.1570
C 1.81 -0.36 0.39 0.2989
C -2.81 1.73 -1.96 -0.0028
H 1.23 -1.94 1.77 0.1861
H 1.48 0.51 -0.18 0.1023
H 2.86 -0.65 0.38 0.1367
Ho -2.04 0.37 0.21 2.3671


87
Properties=species:S:1:pos:R:3:lowdin_charge:R:1 method="wB97M-V/def2-TZVPD" total_charge=0 lumo_energy_ev="0.19 / 0.18" multiplicity=1 homo_lumo_gap_ev="5.8 / 6.3"
Sn 0.18 0.61 0.06 1.4048
C -6.92 0.25 -1.78 -0.0599
C -5.53 0.67 -1.36 -0.2834
C -4.91 1.79 -1.93 -0.0008
C -3.66 2.27 -1.56 -0.1598
C -3.11 3.42 -2.26 -0.0933
N -2.52 4.49 -1.60 -0.0247
C -3.32 5.23 -0.59 -0.1926
C -2.83 5.17 0.84 -0.1659
C -1.60 6.03 1.14 -0.1817
N -0.33 5.38 0.77 0.0280
C 0.10 4.24 1.37 -0.0663
C -0.13 3.81 2.67 -0.1347
C -0.60 4.61 3.76 -0.0022
C -1.00 4.06 4.99 -0.2967
C -1.49 4.95 6.10 -0.0577
C -0.91 2.70 5.16 -0.0201
C -0.33 1.85 4.15 -0.1270
C -0.33 0.47 4.34 -0.0308
N 0.27 -0.45 3.63 0.0526
C -0.06 -1.86 3.78 -0.1710
C -1.31 -2.21 2.99 -0.1555
C -1.14 -2.12 1.47 -0.1995
N -1.48 -0.80 0.86 -0.0607
C -2.74 -0.66 0.64 -0.0947
C -3.49 0.33 -0.08 -0.1320
C -4.81 -0.03 -0.43 -0.0187
C -2.90 1.52 -0.57 -0.3299
O -1.70 1.86 -0.24 -0.2513
C 0.12 2.39 2.91 -0.2734
O 0.69 1.67 2.02 -0.2347
H -7.54 1.11 -2.01 0.0721
H -7.42 -0.31 -0.98 0.0718
H -6.90 -0.39 -2.67 0.0771
H -5.44 2.34 -2.71 0.1183
H -3.34 3.54 -3.31 0.1065
H -2.05 5.11 -2.23 0.1079
H -4.34 4.83 -0.62 0.1129
H -3.38 6.27 -0.91 0.1147
H -2.60 4.13 1.11 0.1096
H -3.65 5.50 1.48 0.1163
H -1.58 6.25 2.20 0.0796
H -1.66 6.98 0.62 0.1168
H -0.18 5.35 -0.23 0.1177
H 0.66 3.57 0.73 0.1038
H -0.59 5.68 3.67 0.0984
H -1.87 5.90 5.71 0.0705
H -0.70 5.18 6.81 0.0794
H -2.30 4.47 6.65 0.0743
H -1.25 2.25 6.09 0.1126
H -0.93 0.09 5.18 0.1405
H -0.21 -2.09 4.84 0.1196
H 0.79 -2.43 3.43 0.1201
H -2.13 -1.56 3.31 0.1142
H -1.59 -3.24 3.25 0.1137
H -1.77 -2.87 1.00 0.1147
H -0.12 -2.35 1.21 0.0783
H -3.37 -1.50 0.97 0.1289
H -5.24 -0.93 0.02 0.1155
C 3.44 -2.84 0.41 -0.0375
C 2.23 -2.03 0.04 -0.3092
N 1.77 -1.11 0.84 -0.2289
O 2.37 -0.85 1.95 -0.1948
C 1.48 -2.30 -1.21 -0.2788
C 1.87 -3.52 -2.00 -0.0088
N 0.52 -1.52 -1.54 -0.0434
O -0.23 -1.99 -2.63 -0.2504
H 3.92 -2.37 1.26 0.0669
H 4.15 -2.90 -0.42 0.0796
H 3.18 -3.87 0.69 0.0825
H 1.05 -0.22 2.99 0.0868
H 2.00 -4.37 -1.33 0.0853
H 2.83 -3.35 -2.49 0.0960
H 1.13 -3.76 -2.74 0.0694
C -1.76 -1.86 -4.92 -0.1551
Si -0.33 -1.08 -4.04 0.3796
C -0.62 0.71 -3.70 -0.1591
C 1.24 -1.27 -5.00 -0.1623
H -1.82 -1.50 -5.96 0.0380
H -2.70 -1.61 -4.42 0.0370
H -1.65 -2.95 -4.94 0.0368
H -0.76 1.26 -4.64 0.0453
H 0.23 1.15 -3.17 0.0194
H -1.52 0.86 -3.09 0.0254
H 1.14 -0.82 -5.99 0.0366
H 1.50 -2.32 -5.13 0.0331
H 2.07 -0.77 -4.48 0.0384


29
Properties=species:S:1:pos:R:3:lowdin_charge:R:1 method="wB97M-V/def2-TZVPD" total_charge=-1 lumo_energy_ev="1.36 / 2.27" multiplicity=7 homo_lumo_gap_ev="4.1 / 5.0"
C -1.37 0.03 -1.78 -0.2398
C -0.02 -0.09 -2.26 -0.1922
C 0.69 1.10 -1.89 -0.1901
H 0.33 -0.84 -2.97 0.1107
C -0.22 1.97 -1.18 -0.2320
C -1.50 1.29 -1.10 -0.2666
H -2.42 1.72 -0.71 0.1161
H -2.20 -0.64 -2.01 0.1078
H 1.66 1.41 -2.28 0.1156
H -0.04 3.01 -0.92 0.1191
Tb -0.03 0.09 0.34 1.4070
Cl -1.64 -1.52 1.32 -0.1659
C 5.09 -1.59 1.27 -0.2327
C 5.49 -0.22 1.08 -0.2290
C 5.79 -0.04 -0.31 -0.2334
H 5.58 0.53 1.86 0.0448
C 5.58 -1.29 -0.98 -0.2362
C 5.15 -2.25 0.00 -0.2357
H 4.94 -3.30 -0.19 0.0406
H 4.83 -2.05 2.22 0.0426
H 6.15 0.88 -0.77 0.0408
H 5.75 -1.49 -2.03 0.0400
Cl 0.76 1.71 4.82 0.6284
C 0.13 2.83 3.58 -0.9705
Cl 1.30 4.04 3.00 0.6283
C -0.19 1.99 2.37 -0.7931
O -1.32 1.90 1.84 -0.0400
O 0.84 1.33 1.91 -0.2566
H -0.75 3.33 3.99 0.0722


For reference, E by record: -5463.484567; -6861.621315; -1509.548589; -2061.303525; -656.969693; -1213.256738; -2340.867420; -2819.407600 a.u..